1.
Computed, not measured: a structure of composition C19H28GaNO4, with ωB97M-V with the def2-TZVPD basis set.

Cartesian coordinates (Å):
O  0.699  0.293  -3.136
C  0.626  1.470  -4.019
C  0.491  0.654  -5.292
H  1.552  2.055  -3.962
H  -0.266  2.097  -3.905
C  0.561  -0.533  -4.335
H  1.372  0.702  -5.933
H  -0.467  0.740  -5.813
C  1.798  -1.332  -4.658
H  2.692  -0.707  -4.522
H  1.730  -1.657  -5.711
H  1.865  -2.215  -4.015
C  -0.688  -1.372  -4.369
H  -1.590  -0.836  -4.054
H  -0.579  -2.264  -3.750
H  -0.852  -1.715  -5.400
Ga  0.497  0.149  2.237
C  -2.110  -0.626  4.402
C  -1.384  0.546  4.177
C  -1.486  0.883  2.744
H  -0.847  1.145  4.914
C  -2.406  -0.125  2.179
C  -2.737  -1.034  3.187
H  -3.388  -1.901  3.092
H  -2.205  -1.150  5.351
H  -1.458  1.914  2.376
H  -2.801  -0.105  1.165
C  1.289  -2.030  4.827
C  0.420  -2.740  3.942
C  0.741  -2.413  2.620
H  -0.349  -3.443  4.261
C  1.817  -1.404  2.646
C  2.120  -1.197  4.085
H  2.921  -0.559  4.455
H  1.320  -2.178  5.901
H  0.324  -2.841  1.711
H  2.542  -1.258  1.833
O  0.548  0.667  -0.145
C  -0.598  0.089  -0.863
C  -1.536  1.247  -1.221
H  -1.049  -0.714  -0.257
H  -0.148  -0.409  -1.731
C  -0.597  2.439  -1.189
H  -2.264  1.264  -0.388
H  -2.070  1.170  -2.177
C  0.447  2.117  -0.122
H  -1.093  3.405  -1.103
H  -0.048  2.472  -2.131
H  0.159  2.486  0.890
H  1.466  2.487  -0.300
O  2.037  2.742  4.605
N  1.389  1.844  4.115
O  1.589  1.681  2.783

Forces on the atoms, in the same order (eV/Å):
0.2 1.1 -2.3
0.2 0.5 -0.2
0.2 -0.1 0.4
-0.3 0.1 0.2
0.3 -0.1 0.5
0.0 -0.5 -1.0
-0.4 0.1 -0.2
0.4 0.2 -0.1
0.2 -0.5 0.3
-0.2 -0.2 -0.1
0.1 0.1 0.4
0.2 0.1 -0.1
-0.3 -0.5 0.1
0.2 0.1 0.0
-0.1 0.0 0.1
0.1 0.1 0.2
-0.4 0.7 0.9
0.6 1.2 -0.1
-0.5 -0.9 0.3
0.7 -1.0 -0.4
-0.2 -0.4 -0.3
-0.3 -0.6 0.8
0.1 0.9 -1.0
0.2 0.2 -0.1
0.1 0.2 -0.2
-0.1 -0.3 0.2
0.2 -0.1 0.3
0.7 0.5 -0.8
0.3 0.0 -1.2
-0.3 -0.5 1.1
0.2 0.3 -0.2
-0.7 0.8 0.4
-0.2 -0.9 -0.4
-0.3 -0.1 -0.1
-0.1 0.3 -0.2
0.0 0.1 0.3
-0.1 -0.3 0.5
-0.7 -0.1 1.4
0.3 -1.3 -0.3
0.0 -0.5 1.1
0.0 0.6 0.2
-0.6 0.4 0.7
0.8 0.4 -0.5
0.0 0.5 -0.5
0.2 -0.3 0.3
-0.2 0.3 0.5
0.0 0.0 0.4
-0.2 0.1 0.2
0.1 -0.4 -0.6
-0.4 0.0 -0.2
-0.9 -1.5 -1.2
1.0 1.3 0.2
-0.2 0.1 0.4

**Spin multiplicity**: 1
**Total charge**: 0
**Maximum force**: 2.57 eV/A
**Frontier orbital gap**: 8.148 eV
**Relative energy (zero: lowest compared OMol25 entry of this formula, charge and spin)**: 104.0 kJ/mol
**LUMO**: 0.3 eV

2.
Computed, not measured: a structure of composition C46H112Br3N3O27P6, with ωB97M-V with the def2-TZVPD basis set.

Cartesian coordinates (Å):
C  0.308  -1.730  -0.834
O  1.197  -2.176  -0.136
N  -0.937  -2.302  -0.829
C  -2.076  -1.746  -1.488
C  -1.203  -3.456  0.026
H  0.430  -0.917  -1.567
H  -2.068  -0.724  -1.868
H  -2.886  -1.744  -0.759
H  -2.483  -2.373  -2.281
H  -0.294  -3.809  0.513
H  -1.960  -3.356  0.803
H  -1.525  -4.294  -0.592
C  2.895  -7.272  -3.877
O  3.144  -7.474  -5.097
N  3.726  -7.102  -2.917
C  3.371  -7.072  -1.512
C  5.145  -7.028  -3.117
H  1.851  -7.146  -3.552
H  2.298  -6.968  -1.351
H  3.959  -6.337  -0.963
H  3.651  -7.989  -0.995
H  5.331  -5.955  -3.161
H  5.714  -7.359  -2.248
H  5.449  -7.474  -4.065
C  9.465  -3.013  2.304
O  10.362  -3.258  3.143
N  9.225  -1.780  1.851
C  8.164  -1.554  0.882
C  10.031  -0.605  2.265
H  8.778  -3.776  1.908
H  7.669  -2.454  0.518
H  8.495  -0.884  0.089
H  7.391  -0.977  1.390
H  9.401  0.075  2.840
H  10.818  -0.771  3.000
H  10.385  -0.010  1.423
C  -6.548  -7.661  2.334
Br  -6.818  -5.674  2.514
Br  -5.359  -7.948  0.796
Br  -8.197  -8.711  2.004
H  -6.063  -8.077  3.217
C  -1.344  -2.462  -7.600
C  -2.517  -3.379  -8.048
O  -3.620  -3.146  -7.244
P  -4.709  -4.289  -6.879
O  -4.051  -5.403  -6.166
O  -5.450  -4.677  -8.240
C  -5.805  -3.669  -9.195
C  -6.348  -4.396  -10.415
O  -5.851  -3.484  -6.003
C  -6.705  -4.070  -5.076
C  -7.430  -5.236  -5.722
H  -0.487  -2.521  -8.271
H  -1.651  -1.416  -7.637
H  -1.091  -2.605  -6.550
H  -2.689  -3.273  -9.119
H  -2.198  -4.377  -7.747
H  -6.533  -3.029  -8.697
H  -4.958  -3.016  -9.408
H  -6.110  -3.808  -11.301
H  -5.805  -5.338  -10.499
H  -7.416  -4.611  -10.397
H  -6.226  -4.382  -4.148
H  -7.436  -3.294  -4.850
H  -8.384  -5.505  -5.269
H  -7.673  -5.102  -6.776
H  -6.871  -6.167  -5.624
C  -6.324  4.436  7.935
C  -6.019  3.321  8.949
O  -4.637  3.190  9.148
P  -3.969  1.693  9.387
O  -4.563  0.893  10.504
O  -4.140  1.058  7.892
C  -3.529  1.639  6.765
C  -3.699  0.817  5.559
O  -2.375  1.939  9.588
C  -1.840  2.800  10.591
C  -0.467  2.332  11.027
H  -6.013  4.251  6.907
H  -7.402  4.597  7.928
H  -6.000  5.403  8.322
H  -6.464  3.604  9.903
H  -6.423  2.403  8.522
H  -3.989  2.625  6.698
H  -2.467  1.817  6.934
H  -3.317  1.189  4.608
H  -3.250  -0.155  5.763
H  -4.751  0.571  5.416
H  -1.861  3.818  10.201
H  -2.427  2.830  11.509
H  0.243  2.318  10.201
H  -0.112  2.982  11.827
H  -0.541  1.318  11.418
C  4.503  3.467  -6.992
C  5.425  4.276  -7.920
O  6.753  3.831  -7.767
P  7.353  2.697  -8.768
O  6.808  2.798  -10.127
O  9.022  2.791  -8.582
C  9.820  1.852  -9.289
C  11.295  2.174  -9.036
O  6.889  1.299  -8.023
C  7.316  1.134  -6.635
C  6.436  0.026  -6.019
H  4.931  3.168  -6.036
H  3.670  4.033  -6.576
H  4.218  2.519  -7.449
H  5.075  4.263  -8.952
H  5.365  5.316  -7.600
H  9.578  0.836  -8.977
H  9.683  1.923  -10.368
H  11.955  1.311  -9.131
H  11.732  3.041  -9.530
H  11.323  2.440  -7.979
H  8.318  0.719  -6.519
H  7.311  2.047  -6.040
H  6.472  -0.985  -6.427
H  6.485  -0.026  -4.931
H  5.381  0.230  -6.201
C  -4.897  3.676  -5.582
C  -4.010  4.795  -5.185
O  -4.367  5.280  -3.862
P  -3.202  5.827  -2.861
O  -1.898  5.056  -2.900
O  -4.033  5.752  -1.519
C  -3.422  6.075  -0.270
C  -4.029  7.246  0.503
O  -3.180  7.435  -3.204
C  -1.959  8.130  -2.928
C  -1.990  9.482  -3.659
H  -5.877  4.076  -5.844
H  -4.487  3.231  -6.489
H  -4.894  2.946  -4.772
H  -2.946  4.560  -5.215
H  -4.042  5.569  -5.953
H  -3.376  5.199  0.377
H  -2.372  6.335  -0.400
H  -4.626  7.826  -0.201
H  -4.577  7.097  1.434
H  -3.183  7.922  0.623
H  -1.874  8.175  -1.842
H  -1.170  7.529  -3.380
H  -2.954  9.991  -3.641
H  -1.227  10.090  -3.172
H  -1.852  9.344  -4.731
C  -2.787  -6.689  7.176
C  -3.786  -5.798  7.869
O  -4.180  -6.533  8.981
P  -5.379  -7.643  8.915
O  -5.257  -8.760  7.917
O  -6.703  -6.730  8.710
C  -7.127  -5.736  9.609
C  -7.157  -4.446  8.938
O  -5.511  -8.075  10.490
C  -6.386  -9.084  10.924
C  -7.839  -8.711  10.993
H  -1.836  -6.770  7.703
H  -3.117  -7.719  7.041
H  -2.590  -6.336  6.163
H  -3.287  -4.879  8.178
H  -4.634  -5.579  7.220
H  -8.135  -5.902  9.989
H  -6.360  -5.627  10.377
H  -7.152  -3.602  9.628
H  -6.224  -4.359  8.381
H  -8.086  -4.372  8.372
H  -6.168  -9.975  10.336
H  -6.103  -9.494  11.894
H  -8.288  -9.621  11.393
H  -8.065  -7.819  11.577
H  -8.187  -8.538  9.975
C  6.047  8.602  -2.459
C  6.524  7.314  -1.740
O  5.934  7.118  -0.467
P  6.226  5.759  0.325
O  6.288  4.520  -0.548
O  7.636  6.078  1.076
C  7.764  7.140  1.978
C  8.199  6.654  3.307
O  5.105  5.676  1.571
C  3.946  4.863  1.588
C  4.172  3.640  2.434
H  4.983  8.520  -2.681
H  6.136  9.526  -1.888
H  6.682  8.694  -3.340
H  6.282  6.423  -2.320
H  7.588  7.427  -1.532
H  8.503  7.853  1.615
H  6.764  7.496  2.225
H  9.104  6.050  3.252
H  8.276  7.436  4.063
H  7.421  5.940  3.575
H  3.117  5.445  1.991
H  3.733  4.711  0.530
H  4.206  3.942  3.481
H  3.395  2.883  2.323
H  5.092  3.102  2.211

Forces on the atoms, in the same order (eV/Å):
-0.6 -1.3 0.4
0.5 0.6 -0.3
0.6 0.5 0.5
-1.8 -0.1 0.0
0.5 -0.8 -0.3
-0.1 0.1 0.2
0.9 0.0 0.1
-0.2 0.2 0.2
0.4 -0.2 -0.3
0.1 0.4 -0.1
-0.1 0.7 -0.1
-0.2 0.0 -0.2
-2.3 -0.5 -4.7
-0.1 0.5 2.6
2.1 -0.4 3.1
-0.3 -0.3 0.5
0.5 1.1 -0.5
-0.1 -0.3 0.0
0.1 0.4 -0.2
-0.4 0.6 -0.3
0.0 -0.5 -0.3
0.6 0.2 -0.3
-0.2 -0.6 -0.2
0.0 -0.1 0.3
2.3 -0.2 2.3
-1.8 0.0 -1.6
0.6 0.5 -0.7
-0.4 1.2 0.8
-0.9 0.2 0.6
0.1 0.0 0.0
0.5 -0.1 0.0
0.2 -0.4 -0.3
-0.3 0.1 0.0
-0.5 0.1 -0.2
0.1 -0.9 -0.6
0.1 -0.4 -0.2
-0.3 0.3 -1.0
0.0 -1.6 0.1
-0.3 0.1 0.6
0.8 0.9 0.4
-0.2 0.4 -0.1
-1.1 0.7 -0.2
2.7 -0.6 0.8
-3.2 1.0 0.8
0.4 0.1 1.4
-0.9 0.4 -0.7
0.9 -0.1 0.8
-0.8 0.2 0.3
0.5 0.3 -0.2
3.0 0.6 -2.1
-1.7 -0.8 0.0
-0.5 -1.2 0.2
0.0 -0.4 0.2
-0.2 0.1 -0.2
0.2 -0.5 -0.2
-0.3 -0.1 0.0
0.2 -0.4 -0.9
-0.3 0.1 -0.2
0.2 -0.3 -0.2
-0.2 0.0 -0.1
0.0 0.0 -0.1
0.1 0.1 0.2
0.3 0.1 -0.1
0.1 0.1 0.2
-0.1 0.4 0.4
0.3 0.4 0.0
0.4 0.1 -0.2
-0.5 0.3 0.8
-0.9 0.6 -1.0
2.5 -1.4 0.5
-0.7 0.0 0.6
0.6 1.2 -2.1
0.3 -0.9 2.4
0.7 2.3 0.1
-0.9 -1.8 -0.4
-1.7 -0.2 -1.0
0.1 0.6 0.8
-0.1 -0.2 -0.5
0.3 0.0 0.2
-0.3 -0.4 -0.2
0.7 0.0 -0.3
-0.2 -0.4 0.0
-0.2 -0.2 0.5
0.1 0.2 -0.5
0.1 -0.1 0.3
0.2 0.4 0.4
0.3 -0.1 -0.2
-0.2 0.2 -0.1
0.3 0.0 -0.1
-0.6 -0.3 -0.2
0.1 0.1 0.0
0.1 0.0 -0.1
0.0 0.0 0.0
0.0 -0.4 0.4
-1.5 0.2 1.0
2.4 -0.9 -0.9
0.1 -0.3 0.8
0.6 -0.3 0.5
-3.2 0.6 0.3
1.2 -0.2 -1.2
-0.2 0.1 1.5
1.5 1.5 0.1
-0.4 -2.0 0.5
-1.5 0.6 0.0
1.0 0.1 -0.1
-0.5 0.1 -0.9
-0.4 0.2 -0.1
0.2 -0.3 0.0
0.5 0.1 0.0
0.0 0.0 0.1
-0.6 0.0 0.0
-0.2 0.0 -0.3
-0.4 -0.2 -0.5
0.3 0.0 0.2
0.4 0.4 -0.8
-0.5 0.1 -0.3
1.0 0.1 -0.2
0.5 0.0 0.0
-0.2 0.5 0.0
0.1 -0.2 -0.1
1.2 0.9 -0.1
1.2 0.6 0.4
0.2 -1.0 -1.5
-2.3 2.0 0.1
-0.2 -0.1 0.3
0.8 -0.2 1.2
0.3 1.0 -1.4
-0.1 -2.0 0.1
-0.3 0.2 -1.1
-0.3 -0.5 0.5
-0.2 -0.4 0.4
0.0 -0.2 0.0
-0.4 -0.1 -0.2
0.0 -0.6 0.5
-0.6 0.6 0.3
-0.3 -0.3 -0.3
0.1 -0.2 -0.5
-0.5 -0.1 0.1
0.2 -0.4 -0.2
-0.1 0.1 0.8
0.4 0.4 0.0
0.4 0.1 0.5
-0.1 -0.1 0.7
0.0 0.3 -0.5
0.6 -0.1 0.1
0.8 -0.2 -1.3
0.9 -0.8 -1.4
-2.1 -1.7 2.5
-0.4 -0.3 0.2
-0.3 2.2 1.8
0.5 -1.8 -1.1
0.8 0.2 1.5
-0.1 1.7 -0.9
1.4 1.5 -1.4
0.2 -1.4 0.3
0.1 -0.3 -0.9
0.0 0.3 0.1
-0.5 0.1 0.2
0.2 0.2 -0.1
-0.4 0.0 0.3
-0.1 0.2 0.0
0.3 -0.8 0.3
-0.4 -0.5 0.6
-0.1 -0.1 0.3
-0.4 0.3 -0.5
0.4 0.3 -0.7
-0.6 0.0 -0.7
0.6 0.9 0.4
-0.6 0.3 0.1
0.2 -0.3 0.3
-0.4 -0.1 0.0
-0.2 -0.8 0.8
0.5 0.9 -0.5
-1.4 -0.3 1.6
-0.2 -2.3 0.1
-0.1 2.6 1.9
-1.4 -1.6 -1.4
-0.4 1.0 0.9
0.2 -1.7 0.6
3.0 1.7 -1.2
-0.3 -0.2 -1.2
0.1 -0.6 0.2
0.1 -0.1 -0.5
0.4 -0.2 0.3
-0.4 0.0 -0.2
0.4 0.1 -0.3
0.2 -0.3 -0.5
-0.6 0.3 -0.4
0.1 1.1 -0.8
0.3 0.3 0.1
0.0 0.0 -0.2
0.0 0.0 0.6
0.1 0.2 0.1
-0.4 -0.8 0.1
0.0 -0.1 0.1
-0.3 0.3 0.0
0.2 0.3 -0.2

**Spin multiplicity**: 1
**Total charge**: 0
**Maximum force**: 5.27 eV/A
**Frontier orbital gap**: 8.826 eV
**LUMO**: -0.4 eV

3.
Computed, not measured: a cluster of 2 separate species, C4H5IO in total, with ωB97M-V with the def2-TZVPD basis set.

Cartesian coordinates (Å):
C  -0.025  -1.911  0.274
C  -0.211  -0.639  0.204
C  0.221  0.660  0.639
C  0.572  1.411  -0.632
O  0.492  0.900  1.798
I  -3.208  0.191  0.290
H  -0.695  -2.756  0.147
H  0.942  -2.221  0.241
H  -0.301  1.616  -1.216
H  1.030  0.536  -1.112
H  1.182  2.213  -0.632

Forces on the atoms, in the same order (eV/Å):
-2.3 0.1 -0.9
-3.6 -1.4 1.7
1.3 1.9 0.1
-1.5 -3.1 0.2
-0.4 -0.1 -0.9
2.0 -0.5 -0.1
-0.5 0.6 0.1
3.2 -0.8 0.3
-0.7 0.1 -0.2
0.5 0.7 -0.8
2.1 2.6 0.6

**Spin multiplicity**: 1
**Total charge**: 0
**Maximum force**: 4.22 eV/A
**Frontier orbital gap (alpha / beta)**: 6.384 / 6.378 eV
**Relative energy (zero: lowest compared OMol25 entry of this formula, charge and spin)**: 327.5 kJ/mol
**LUMO (alpha / beta)**: -2.8 / -2.8 eV

4.
Computed, not measured: a structure of composition C5H9CuO3, with ωB97M-V with the def2-TZVPD basis set.

Cartesian coordinates (Å):
H  -0.521  0.783  1.265
O  0.039  0.758  -0.465
O  -0.729  -1.260  0.215
O  1.426  -0.623  0.654
C  -0.657  1.787  0.124
C  -0.409  -2.477  0.103
C  -1.684  2.439  -0.708
C  -1.422  -3.502  0.154
C  0.268  -0.232  0.480
H  0.029  2.453  0.659
H  0.662  -2.712  0.028
H  -2.637  2.386  -0.162
H  -1.434  3.507  -0.800
H  -1.771  1.983  -1.698
H  -1.290  -4.117  -0.755
H  -1.150  -4.182  0.981
H  -2.436  -3.109  0.252
Cu  3.057  -0.309  0.982

Forces on the atoms, in the same order (eV/Å):
0.4 -1.2 1.2
-0.5 0.2 -1.1
-0.3 2.1 1.2
-2.3 -0.6 0.3
0.5 1.0 -3.8
0.4 -1.8 0.4
1.1 -1.1 0.6
0.0 0.6 -0.6
-1.6 0.6 -1.5
-0.3 -0.2 1.7
-0.3 -0.1 0.0
-0.5 0.3 0.1
-0.2 0.2 0.4
-0.1 -0.3 0.2
-0.1 -0.2 0.1
0.1 -0.1 0.0
0.1 -0.1 0.0
3.6 0.6 0.8

**Spin multiplicity**: 2
**Total charge**: +3
**Maximum force**: 3.93 eV/A
**⟨S²⟩**: 0.80
**Frontier orbital gap (alpha / beta)**: 9.054 / 6.012 eV
**LUMO (alpha / beta)**: -15.7 / -18.1 eV